(1)
Molecular formula: C3H7NO
Method: DFT, ωB97M-V with the def2-TZVPD basis set

CARTESIAN COORDINATES (ANGSTROEM)
H: 1.79816 -0.99300 0.64004
N: 0.43220 0.40704 -0.07213
H: 1.15486 1.11703 -0.10045
C: -0.68555 -1.23389 -2.10826
H: 0.10348 -1.48966 0.71052
C: 0.78580 -0.64377 0.86130
O: 0.20942 -1.31131 -2.80540
H: -0.82571 1.87665 0.87857
C: -0.86226 1.01754 0.18897
H: -1.52414 0.26534 0.63034
H: -1.32392 1.34348 -0.74979
H: 0.73766 -0.35545 1.92631

Properties
HOMO energy, eV: -8.825
Frontier orbital gap, eV: 10.02
2S+1: 1
Energy relative to the best compared isomer or geometry (same formula, charge and spin), kcal per mole: 34.4
Calculated total energy, eV: -6761.2605
Total charge: 0

(2)
Molecular formula: C17H13N3O3
Method: DFT, ωB97M-V with the def2-TZVPD basis set

CARTESIAN COORDINATES (ANGSTROEM)
C: 0.88962 0.07321 0.23885
H: 5.60054 0.32005 -1.53038
C: -2.24428 -1.43328 0.26991
N: -0.90583 -1.50203 0.34459
H: 5.95355 -2.06392 -0.84638
H: 3.09425 2.43259 1.24531
C: 2.71077 1.51638 0.82642
H: 5.46863 -1.63401 0.82191
C: 3.61942 0.59699 0.31729
H: -2.83074 3.58115 -0.69799
H: 1.43375 -1.81327 -0.61960
C: 1.35546 1.25890 0.80523
C: 1.79182 -0.87436 -0.23330
N: -1.47865 0.63814 -0.01253
C: -1.53126 1.96038 -0.29973
C: 5.74129 0.06954 -0.46991
H: 0.67467 1.96394 1.25373
C: -3.90327 0.41363 -0.11621
C: -3.96845 1.81458 -0.37665
N: -0.46643 -0.23525 0.18414
H: -5.39448 -2.59958 0.29242
C: -2.79739 2.52555 -0.47536
C: -4.58047 -1.88802 0.22150
C: -3.28839 -2.36412 0.36304
O: 4.95119 0.91852 0.33309
H: -6.79659 -0.91318 -0.07202
C: -2.61229 -0.09252 0.04475
C: 3.15368 -0.62629 -0.18278
O: -6.22262 -0.14459 -0.15857
H: 6.77842 0.25050 -0.18465
C: -4.91366 -0.55098 -0.01422
H: -4.92666 2.28544 -0.50998
C: 5.34667 -1.38868 -0.24188
H: -0.61671 2.50789 -0.42686
O: 4.00699 -1.59616 -0.63227
H: -3.09256 -3.40711 0.53910

Properties
HOMO energy, eV: -5.765
Frontier orbital gap, eV: 6.02
2S+1: 1
Energy relative to the best compared isomer or geometry (same formula, charge and spin), kcal per mole: 64.3
Calculated total energy, eV: -28449.6375
Total charge: 0

(3)
Molecular formula: H16O8
Method: DFT, ωB97M-V with the def2-TZVPD basis set

CARTESIAN COORDINATES (ANGSTROEM)
H: 3.40963 -0.74029 -0.08237
H: 0.18463 3.17271 -1.89037
O: 4.14563 -1.06329 0.27663
O: -2.32237 0.17271 -2.68737
O: 0.24063 2.35471 -1.31837
H: 0.74663 -0.02229 0.05663
H: -3.12137 -0.08429 -2.57637
H: -0.63737 0.20671 -0.42437
H: -1.90737 -0.66629 -2.88637
H: 4.60363 -0.28129 -0.11137
H: 1.95763 -1.51029 -0.98937
O: 2.14263 -0.68029 -0.38137
H: -0.38637 2.04071 2.86663
O: -3.02337 -1.88029 0.28063
H: 2.31663 0.12871 -1.04137
H: 0.03263 -0.83229 3.04163
O: -0.11537 2.23171 1.90463
O: -0.72137 -1.49329 2.97363
H: -3.51737 -1.88129 -0.59437
H: -0.03237 2.65171 -0.50437
O: -0.38237 -0.19329 0.32963
H: -0.28637 1.44971 1.47863
H: -1.31837 -0.92629 2.42563
H: -2.00837 -2.15429 -0.14637

Properties
HOMO energy, eV: -10.759
Frontier orbital gap, eV: 10.41
2S+1: 1
Energy relative to the best compared isomer or geometry (same formula, charge and spin), kcal per mole: 157.0
Calculated total energy, eV: -16635.2023
Total charge: 0